{
  "formula": "C5H13NO",
  "method": "the ωB97M-V functional and the def2-TZVPD basis",
  "species": ["C", "N", "C", "C", "C", "C", "H", "H", "H", "H", "H", "H", "H", "H", "H", "H", "H", "H", "H", "O"],
  "coordinates": [[-1.4477, -0.3156, -0.3076], [-0.5155, 0.5512, 0.3365], [-1.0870, 1.4679, 1.4628], [0.7328, 0.9395, -0.4966], [0.6942, -0.0563, -1.6724], [-0.3781, -1.0438, -1.1433], [-2.3679, -0.0508, -0.8987], [-1.9598, -0.9792, 0.4570], [-1.0427, 0.8215, 2.4153], [-1.8712, 2.0878, 1.0511], [-0.1386, 2.1896, 1.7436], [1.6514, 0.8810, 0.0731], [0.8429, 1.9286, -0.9955], [1.6013, -0.5899, -1.9245], [0.4216, 0.5721, -2.6365], [-0.7448, -1.7248, -1.9381], [0.0722, -1.7822, -0.5348], [1.6146, -2.1677, 1.1768], [1.8874, -1.3208, 2.3630], [2.0350, -1.4081, 1.4692]],
  "forces_ev_per_a": [[0.400, -1.628, -0.319], [0.159, 3.399, 1.469], [5.887, -0.677, -0.388], [-0.795, 0.015, -0.324], [-1.718, 1.046, -0.578], [-1.143, -1.422, -2.457], [0.973, 1.120, -0.015], [1.000, 0.305, -0.487], [-1.496, 1.086, -1.450], [-0.693, -0.175, 0.793], [-2.410, -1.347, -0.881], [-0.119, -0.501, 0.670], [-1.069, 0.035, 0.797], [0.332, 0.057, 0.297], [0.051, -1.632, 1.769], [-0.350, 0.719, -0.049], [0.903, -0.378, 1.120], [-1.298, -2.192, -0.729], [-0.601, 0.207, 3.027], [1.987, 1.963, -2.264]],
  "nbo_charge": [-0.22, -0.47, -0.44, -0.22, -0.40, -0.40, 0.16, 0.18, 0.22, 0.21, 0.19, 0.20, 0.17, 0.22, 0.19, 0.20, 0.19, 0.46, 0.46, -0.93],
  "homo_lumo_gap_ev": 8.6963,
  "e_lumo_ev": 0.830,
  "smiles": "CN1CCCC1.O",
  "e_above_lowest_kcal_mol": 72.9,
  "homo_ha": -0.28907,
  "total_charge": 0
}

{
  "formula": "C36H30AsCuF6N6O12",
  "method": "the ωB97M-V functional and the def2-TZVPD basis",
  "species": ["Cu", "As", "F", "F", "F", "F", "F", "F", "C", "C", "C", "C", "C", "C", "N", "O", "O", "H", "H", "H", "H", "H", "C", "C", "C", "C", "C", "C", "N", "O", "O", "H", "H", "H", "H", "H", "C", "C", "C", "C", "C", "C", "N", "O", "O", "H", "H", "H", "H", "H", "C", "C", "C", "C", "C", "C", "N", "O", "O", "H", "H", "H", "H", "H", "C", "C", "C", "C", "C", "C", "N", "O", "O", "H", "H", "H", "H", "H", "C", "C", "C", "C", "C", "C", "N", "O", "O", "H", "H", "H", "H", "H"],
  "coordinates": [[-0.3792, -1.0586, 0.3406], [-0.9797, -4.3326, 1.4610], [-2.6408, -4.0854, 0.7989], [-0.4167, -3.3533, 0.1017], [0.7160, -4.5058, 1.9942], [-1.5957, -5.3797, 2.8041], [-0.6858, -5.7594, 0.4056], [-1.1444, -2.9103, 2.4446], [-4.6419, -1.1263, -4.5613], [-4.0613, -2.0396, -3.7205], [-3.7604, -1.6776, -2.4291], [-4.0694, -0.4667, -1.9649], [-4.4429, 0.5626, -2.8373], [-4.8297, 0.1795, -4.1079], [-3.6923, -0.0545, -0.5657], [-4.4142, 0.7929, -0.0878], [-2.6638, -0.4305, -0.0373], [-4.9081, -1.4608, -5.5531], [-3.7953, -3.0281, -4.0647], [-3.2954, -2.3985, -1.7730], [-4.6157, 1.5355, -2.4015], [-5.3309, 0.8487, -4.7916], [3.7527, 5.1508, 2.0454], [4.0921, 3.8846, 1.6923], [3.1402, 3.0087, 1.2123], [1.7977, 3.4730, 1.0163], [1.4675, 4.7703, 1.3640], [2.4465, 5.6128, 1.8950], [0.7720, 2.4913, 0.5799], [-0.4235, 2.7464, 0.6122], [1.1382, 1.3723, 0.2617], [4.5174, 5.7354, 2.5351], [5.0864, 3.4824, 1.8186], [3.2977, 1.9842, 0.9093], [0.4908, 5.2296, 1.3234], [2.2590, 6.6435, 2.1576], [-5.0052, 3.2178, 3.8871], [-4.5843, 2.2488, 4.8240], [-3.4141, 1.5245, 4.5371], [-2.7625, 1.7193, 3.2895], [-3.2361, 2.5728, 2.3994], [-4.2917, 3.3983, 2.6836], [-1.4244, 1.1170, 3.1646], [-0.5534, 1.3868, 3.9777], [-1.1374, 0.4268, 2.1593], [-5.8867, 3.7269, 4.2478], [-5.1763, 2.1102, 5.7167], [-2.9304, 1.0026, 5.3495], [-2.7644, 2.7162, 1.4385], [-4.4342, 4.1773, 1.9493], [-0.7928, -1.3039, -7.4073], [-1.2843, -0.0543, -7.0729], [-1.3342, 0.3153, -5.7270], [-0.7982, -0.5675, -4.7485], [-0.2381, -1.8009, -5.1535], [-0.2490, -2.2050, -6.4442], [-0.7627, -0.1476, -3.3295], [-0.9985, 1.0596, -3.0985], [-0.3277, -0.8971, -2.4218], [-1.0262, -1.6601, -8.3999], [-1.7160, 0.5774, -7.8351], [-1.7597, 1.2412, -5.3692], [0.1833, -2.4722, -4.4199], [0.0070, -3.2157, -6.7257], [1.9874, -2.8067, 6.8973], [3.1921, -2.3198, 6.4659], [3.2803, -1.7807, 5.1906], [2.1046, -1.5334, 4.4745], [0.9015, -1.9965, 4.9345], [0.8203, -2.6579, 6.1534], [2.1357, -0.8655, 3.1131], [3.0612, -0.1589, 2.8635], [1.2166, -1.0344, 2.3155], [1.8838, -3.1154, 7.9270], [4.0968, -2.3025, 7.0556], [4.1626, -1.3385, 4.7519], [0.0170, -1.6950, 4.3930], [-0.1218, -2.8700, 6.6371], [5.5274, 0.4943, -3.4915], [5.2961, 0.7825, -2.1679], [4.5233, -0.0690, -1.4381], [3.9002, -1.1984, -2.0390], [4.1082, -1.4736, -3.4528], [4.9924, -0.6167, -4.1171], [2.9272, -2.0514, -1.2831], [2.9060, -3.2383, -1.6289], [2.2587, -1.4948, -0.4284], [6.1635, 1.0281, -4.1820], [5.7293, 1.6643, -1.7193], [4.4308, 0.1508, -0.3847], [3.8074, -2.3332, -4.0333], [5.2023, -0.8211, -5.1566]],
  "forces_ev_per_a": [[0.159, -0.168, 0.151], [0.034, -2.674, -0.022], [1.471, -0.361, 0.763], [0.046, 0.845, 0.084], [-1.459, 0.306, -0.132], [0.686, 1.318, -1.635], [-0.747, 1.267, 1.074], [-0.094, -0.016, -0.234], [0.093, 0.025, 0.136], [0.283, -0.370, -0.398], [0.656, -2.418, 0.701], [1.086, 2.406, 0.352], [-1.251, -0.639, 0.856], [-0.179, 0.059, -0.631], [0.122, 0.833, -0.739], [-0.281, -0.073, 0.279], [-0.252, -0.686, -0.413], [-0.153, 0.345, -0.145], [-0.125, -0.101, 0.006], [0.040, -0.130, 0.197], [0.039, 0.178, -0.342], [0.219, 0.444, 0.104], [-0.353, 1.005, 0.648], [0.122, -1.953, -0.410], [-2.399, 0.252, -1.066], [1.393, -0.277, 0.648], [-0.120, 0.883, 0.423], [0.897, -0.467, -0.327], [-0.941, -1.214, 0.071], [0.643, 1.328, 0.177], [0.885, 0.291, -0.108], [-0.072, 0.436, -0.156], [0.174, 0.234, 0.115], [0.391, -0.060, 0.257], [-0.337, -0.622, -0.371], [-0.426, -0.065, 0.047], [0.453, -0.715, 0.232], [0.923, -0.042, -1.829], [0.009, 1.021, 0.019], [0.247, -2.059, 4.130], [0.203, 1.408, -2.696], [-1.226, 0.193, 1.232], [2.307, -1.207, -2.339], [-1.217, 0.129, 0.311], [-1.543, 1.198, 1.530], [-0.037, 0.673, -0.750], [0.294, -0.105, 0.160], [0.039, -0.523, -0.249], [0.345, -0.156, 0.035], [-0.745, 0.087, 0.187], [-0.230, -1.087, 0.389], [-0.070, -0.297, 0.917], [0.756, -0.709, 1.313], [-0.053, -0.119, -1.510], [-0.012, 0.512, 2.217], [-1.256, 1.250, -2.045], [1.408, 1.757, 2.017], [-0.180, -2.278, -0.655], [-1.136, 0.582, -2.224], [0.551, -0.029, -0.273], [-0.004, 0.073, 0.034], [-0.019, 0.084, -0.184], [-0.083, 0.099, 0.357], [0.296, 0.089, -0.006], [-0.935, 0.286, 0.921], [0.922, 0.176, -1.174], [-0.598, 1.456, -0.899], [0.438, -0.990, -0.478], [-1.191, 0.354, 0.002], [0.709, 0.652, 0.084], [-1.663, -0.777, -0.082], [1.852, 0.964, 0.059], [0.312, -0.507, 1.242], [0.114, -0.409, 0.039], [-0.099, -0.348, 0.245], [0.399, -0.248, 0.284], [-0.161, -0.390, -0.165], [-0.124, -0.272, -0.362], [0.459, -0.344, -1.533], [0.600, 0.399, -0.704], [-1.431, -1.604, 0.434], [0.359, 0.511, -1.931], [1.052, 0.851, 2.064], [-1.124, -0.514, 0.669], [0.890, -0.560, -0.863], [-0.471, 1.675, 0.838], [0.188, -0.657, -0.384], [0.225, 0.781, 0.562], [0.061, -0.040, 0.131], [-0.494, -0.329, 0.119], [-0.682, -0.182, 0.653], [0.125, 0.077, -0.051]],
  "lowdin_charge": [0.43, 0.87, -0.30, -0.28, -0.28, -0.29, -0.29, -0.25, -0.07, -0.07, -0.03, -0.14, 0.00, -0.07, -0.29, 0.10, 0.07, 0.11, 0.12, 0.13, 0.12, 0.11, -0.08, -0.08, 0.02, -0.10, -0.01, -0.06, -0.30, 0.06, 0.06, 0.11, 0.11, 0.10, 0.12, 0.11, -0.05, -0.06, 0.02, -0.15, -0.06, -0.05, -0.27, 0.10, 0.03, 0.10, 0.10, 0.11, 0.11, 0.11, -0.06, -0.07, 0.01, -0.12, -0.02, -0.06, -0.27, 0.06, 0.05, 0.10, 0.11, 0.11, 0.12, 0.11, -0.08, -0.08, 0.00, -0.11, -0.01, -0.04, -0.30, 0.09, 0.04, 0.11, 0.11, 0.11, 0.11, 0.11, -0.09, -0.08, -0.01, -0.08, 0.02, -0.09, -0.32, 0.09, 0.07, 0.11, 0.11, 0.11, 0.11, 0.10],
  "homo_lumo_gap_ev": 7.9694,
  "e_lumo_ev": -1.159,
  "e_above_lowest_kcal_mol": 0.0,
  "homo_ha": -0.33545,
  "total_charge": 0
}

{
  "formula": "C16H23BN2O4",
  "method": "the ωB97M-V functional and the def2-TZVPD basis",
  "species": ["O", "O", "O", "O", "B", "C", "C", "C", "C", "C", "C", "C", "C", "C", "C", "N", "N", "C", "C", "C", "C", "C", "C", "H", "H", "H", "H", "H", "H", "H", "H", "H", "H", "H", "H", "H", "H", "H", "H", "H", "H", "H", "H", "H", "H", "H"],
  "coordinates": [[-1.7834, -2.2527, 1.6236], [2.6484, -0.4046, 0.7907], [4.5224, 0.0281, -1.4843], [3.8219, -0.3672, -3.7050], [3.4754, -0.1975, -2.4085], [-0.9976, -1.7800, 2.4619], [1.8653, -1.0578, 0.1905], [-1.4991, -2.4313, 4.7847], [-1.4788, -1.4757, 3.8251], [-1.4911, 2.6065, -2.5504], [-0.1678, 2.4870, -2.3093], [-0.5576, 0.9593, -0.6104], [-2.4264, 1.8785, -1.8613], [-1.9658, 1.0567, -0.7999], [0.3500, 1.6804, -1.3321], [0.3485, -1.4962, 2.1384], [1.6778, -0.9903, -1.2014], [-3.8517, 2.0589, -2.1368], [-2.9795, 0.4184, 0.0584], [1.2111, -1.0518, 3.2810], [0.9715, -2.0524, 0.9458], [1.7797, 1.4297, -1.4099], [1.9858, 0.0681, -2.1211], [4.0875, 0.0273, -0.6274], [4.7517, -0.3257, -3.6929], [-1.1198, -3.4022, 4.6876], [-1.6927, -2.1855, 5.7776], [-1.5776, -0.4483, 3.9728], [-1.7571, 3.2437, -3.3801], [0.5680, 2.8977, -3.0031], [-0.0847, 0.4336, 0.2078], [1.4784, -1.8812, -1.7210], [-4.2931, 2.4301, -1.2257], [-4.0344, 2.9016, -2.7718], [-4.3994, 1.1662, -2.4432], [-2.6859, -0.6305, 0.1946], [-3.9976, 0.4620, -0.1886], [-3.0850, 0.9637, 0.9703], [1.7784, -1.9700, 3.7177], [2.0790, -0.5023, 3.0312], [0.6694, -0.6771, 4.1859], [0.2061, -2.4669, 0.2689], [1.7582, -2.8132, 1.2379], [2.3440, 2.1917, -1.9363], [2.1373, 1.5154, -0.3773], [1.4107, -0.0443, -3.0548]],
  "forces_ev_per_a": [[1.386, 0.527, 1.108], [2.020, 1.985, 1.135], [-1.507, -0.855, -1.074], [-1.170, -0.423, -0.177], [1.755, 1.972, -0.075], [-0.071, -1.068, -2.848], [-2.280, -1.348, -2.547], [0.238, 2.461, -1.765], [1.164, -2.730, 0.930], [-0.444, 0.477, -1.121], [1.522, 0.469, -0.990], [-1.116, -0.149, 1.545], [1.174, -0.677, 1.065], [0.662, 1.267, -1.534], [-1.369, 0.631, -1.749], [-0.700, 0.772, 1.881], [-1.576, -3.263, 0.740], [-1.012, 0.334, 0.594], [1.199, -1.327, 0.795], [0.478, -3.088, 1.417], [0.888, -0.742, -0.222], [0.762, -0.319, 0.717], [1.551, 0.771, 1.122], [0.183, 0.214, 0.801], [2.154, -0.143, -0.603], [0.191, -1.354, -0.817], [-0.713, 0.614, 1.503], [-0.798, 1.486, 0.748], [-0.445, 0.093, -0.085], [-0.373, 0.450, 0.124], [-0.773, -0.554, 0.336], [-0.309, 1.187, 1.416], [-0.564, -0.210, 0.617], [0.038, 0.128, -1.027], [0.100, 0.103, -0.116], [-0.332, 0.292, 0.603], [-1.220, -0.146, -1.578], [0.743, 0.087, 1.339], [-1.143, 0.783, -0.589], [0.113, 1.352, -0.808], [0.306, 0.021, -1.430], [0.271, 0.049, 0.632], [-1.121, 0.165, -0.037], [-0.289, 0.268, -0.321], [0.614, -0.791, -0.293], [-0.186, 0.230, 0.639]],
  "nbo_charge": [-0.61, -0.63, -0.90, -0.86, 1.10, 0.65, 0.71, -0.34, -0.27, -0.21, -0.20, -0.21, -0.02, 0.01, -0.03, -0.44, -0.65, -0.64, -0.67, -0.43, -0.31, -0.42, -0.40, 0.50, 0.49, 0.20, 0.19, 0.22, 0.20, 0.19, 0.20, 0.41, 0.21, 0.22, 0.22, 0.25, 0.22, 0.22, 0.18, 0.24, 0.23, 0.26, 0.21, 0.23, 0.24, 0.24],
  "homo_lumo_gap_ev": 8.7809,
  "e_lumo_ev": 0.449,
  "smiles": "C=CC(=O)N(C)CC(=O)N[C@@H](Cc1ccc(C)c(C)c1)B(O)O",
  "e_above_lowest_kcal_mol": 58.7,
  "homo_ha": -0.30619,
  "total_charge": 0
}

{
  "formula": "C6H8N2O4",
  "method": "the ωB97M-V functional and the def2-TZVPD basis",
  "species": ["C", "C", "C", "C", "C", "C", "N", "N", "O", "O", "O", "O", "H", "H", "H", "H", "H", "H", "H", "H"],
  "coordinates": [[0.1638, 1.1084, 0.0354], [1.3967, -2.2537, 0.9449], [-1.7901, 0.2983, 1.1210], [0.6906, -1.2906, 0.4648], [-1.8998, 0.6506, -1.2661], [2.4296, 0.3553, 0.4456], [-1.2381, 0.8163, -0.0342], [1.0354, 0.0106, 0.1855], [0.5493, 2.2136, -0.1882], [1.9104, -3.1938, 1.3738], [-2.9093, -0.1488, 1.2865], [-1.0471, -0.0047, -2.2235], [-2.1990, 1.5994, -1.8231], [-0.9645, 0.4177, 1.8835], [-0.2674, -1.6246, 0.3799], [-2.8016, -0.0121, -1.1529], [2.7075, 0.0009, 1.5128], [3.1039, -0.1266, -0.2743], [2.5308, 1.5109, 0.3958], [-1.4010, -0.3270, -3.0672]],
  "forces_ev_per_a": [[0.483, -1.578, -1.165], [0.903, -0.404, 0.559], [0.179, 0.074, 0.548], [0.294, 0.641, -0.066], [-2.009, -0.078, -3.902], [0.576, 1.370, 1.394], [-0.269, -1.320, 0.783], [0.270, 2.633, 0.162], [0.426, 0.971, 0.101], [0.580, -0.736, 0.215], [1.378, 0.531, -0.276], [1.431, -0.444, 0.667], [0.211, -0.695, 1.450], [-1.120, -0.414, 0.250], [-2.779, -0.554, -0.630], [0.693, 0.999, 0.542], [-0.338, 0.550, -1.586], [-0.234, 0.149, 0.126], [-0.072, -2.225, 0.029], [-0.604, 0.530, 0.798]],
  "nbo_charge": [0.81, 0.68, 0.55, -0.35, 0.10, -0.44, -0.53, -0.42, -0.56, -0.43, -0.57, -0.77, 0.18, 0.11, 0.26, 0.21, 0.19, 0.21, 0.26, 0.50],
  "homo_lumo_gap_ev": 9.0154,
  "e_lumo_ev": 0.461,
  "smiles": "CN(C=C=O)C(=O)N(C=O)CO",
  "e_above_lowest_kcal_mol": 89.1,
  "homo_ha": -0.31436,
  "total_charge": 0
}